[1]
{"formula": "C13H12O4S", "method": "ωB97M-V/def2-TZVPD", "fmax_ha_per_bohr": 0.0604, "homo_ev": -10.04, "e_above_lowest_kcal_mol": 49.6, "total_charge": 0, "smiles": "C=C1C[C@]2(CCS(=O)(=O)c3ccccc32)OC1=O", "e_lumo_ev": -0.059, "elements": ["C", "C", "C", "C", "C", "C", "S", "O", "O", "C", "C", "C", "C", "C", "C", "O", "C", "O", "H", "H", "H", "H", "H", "H", "H", "H", "H", "H", "H", "H"], "coordinates": [[1.359, -3.695, -0.803], [1.406, -2.428, -0.306], [0.502, -1.341, -0.780], [0.827, -0.135, 0.162], [1.669, 1.128, -0.267], [1.084, 2.012, -1.364], [-0.689, 1.811, -1.702], [-0.873, 0.703, -2.653], [-1.271, 3.081, -2.212], [-1.295, 1.331, -0.034], [-2.514, 1.732, 0.477], [-3.023, 1.203, 1.641], [-2.308, 0.249, 2.336], [-1.005, -0.105, 1.911], [-0.517, 0.407, 0.692], [1.703, -0.685, 1.168], [2.151, -1.928, 0.821], [3.075, -2.500, 1.385], [0.698, -3.946, -1.598], [1.953, -4.524, -0.379], [0.728, -1.051, -1.822], [-0.546, -1.653, -0.753], [1.812, 1.751, 0.631], [2.624, 0.809, -0.651], [1.232, 3.097, -1.158], [1.608, 1.840, -2.316], [-3.088, 2.457, -0.076], [-4.027, 1.491, 1.955], [-2.745, -0.213, 3.206], [-0.528, -0.898, 2.488]], "atomic_forces_ev_per_a": [[1.21, 1.13, 1.86], [-1.44, -2.00, -1.82], [0.70, 0.97, -1.19], [-0.38, 1.14, -0.06], [-0.84, -0.43, -0.40], [-0.18, 1.02, -0.54], [-1.27, 1.02, -2.08], [0.48, 0.62, 1.73], [1.11, -1.92, 1.91], [0.92, -0.53, -0.30], [-0.06, 0.60, -0.84], [-0.57, -0.14, 0.15], [1.16, 0.07, -0.32], [-1.55, 0.12, -0.38], [0.66, -0.89, 1.24], [-0.37, -0.54, 0.41], [2.41, -1.15, 1.59], [-1.63, 1.33, -0.53], [-0.44, -0.01, -0.55], [-0.22, 0.74, -0.20], [-0.22, -0.21, 0.36], [0.14, 0.36, 0.13], [-0.02, -0.61, -0.20], [0.48, -0.26, 0.26], [-0.28, -0.74, 0.05], [-0.57, -0.11, 0.08], [-0.11, 0.14, -0.16], [0.35, -0.04, 0.00], [0.07, -0.08, 0.19], [0.43, 0.40, -0.38]]}

***

[2]
{"formula": "C43H56AsIrN5O3P2SSe2Si3", "method": "ωB97M-V/def2-TZVPD", "fmax_ha_per_bohr": 0.1025, "homo_ev": -9.54, "e_above_lowest_kcal_mol": 121.2, "total_charge": 1, "e_lumo_ev": -4.370, "elements": ["Ir", "Se", "P", "C", "C", "C", "C", "C", "C", "C", "C", "C", "C", "C", "C", "C", "C", "N", "N", "N", "P", "Se", "C", "C", "C", "C", "C", "C", "C", "C", "C", "C", "C", "C", "H", "H", "H", "H", "H", "H", "H", "H", "H", "H", "H", "H", "H", "H", "H", "H", "H", "H", "H", "H", "N", "C", "N", "C", "C", "C", "C", "C", "C", "H", "H", "H", "H", "H", "H", "C", "Si", "C", "C", "As", "Si", "C", "C", "C", "Si", "C", "C", "C", "H", "H", "H", "H", "H", "H", "H", "H", "H", "H", "H", "H", "H", "H", "H", "H", "H", "H", "H", "H", "H", "H", "H", "H", "H", "H", "H", "C", "S", "O", "O", "O", "H", "H", "H"], "coordinates": [[-1.766, -0.997, -0.494], [4.010, 1.527, 1.038], [4.075, 0.556, -0.853], [4.480, 1.640, -2.267], [5.231, 2.792, -2.066], [5.523, 3.620, -3.135], [5.067, 3.298, -4.403], [4.330, 2.143, -4.606], [4.035, 1.309, -3.541], [5.405, -0.688, -0.838], [5.241, -2.054, -1.027], [6.343, -2.887, -0.908], [7.589, -2.368, -0.602], [7.750, -1.004, -0.413], [6.660, -0.165, -0.531], [2.481, -0.163, -1.218], [1.185, 0.374, -1.188], [0.352, -0.697, -1.290], [1.078, -1.773, -1.387], [2.339, -1.494, -1.334], [0.410, 1.967, -1.421], [-1.713, 1.759, -1.146], [1.092, 3.299, -0.391], [0.318, 3.846, 0.622], [0.814, 4.892, 1.379], [2.078, 5.396, 1.119], [2.851, 4.850, 0.107], [2.360, 3.803, -0.651], [0.731, 2.414, -3.152], [0.569, 1.431, -4.124], [0.717, 1.757, -5.460], [1.022, 3.059, -5.829], [1.169, 4.039, -4.860], [1.008, 3.724, -3.523], [5.556, 3.045, -1.066], [6.100, 4.519, -2.976], [5.288, 3.950, -5.236], [3.982, 1.891, -5.596], [3.464, 0.404, -3.695], [4.263, -2.452, -1.255], [6.225, -3.952, -1.044], [8.440, -3.026, -0.504], [8.719, -0.599, -0.161], [6.774, 0.899, -0.365], [-0.673, 3.454, 0.799], [0.212, 5.310, 2.172], [2.456, 6.224, 1.697], [3.834, 5.241, -0.102], [2.952, 3.380, -1.448], [0.315, 0.418, -3.839], [0.591, 0.995, -6.215], [1.138, 3.313, -6.872], [1.403, 5.053, -5.144], [1.091, 4.494, -2.771], [-5.811, -1.714, -1.979], [-4.483, -1.844, -1.780], [-3.962, -0.814, -1.165], [-4.999, 0.071, -0.950], [-5.034, 1.324, -0.348], [-6.251, 1.965, -0.271], [-7.420, 1.390, -0.772], [-7.408, 0.152, -1.379], [-6.186, -0.498, -1.459], [-6.417, -2.388, -2.417], [-3.925, -2.709, -2.088], [-4.132, 1.782, 0.025], [-6.306, 2.936, 0.193], [-8.348, 1.933, -0.693], [-8.311, -0.288, -1.772], [0.568, 1.068, 2.406], [-1.141, 0.679, 3.166], [-1.014, 0.792, 5.077], [-2.487, 1.938, 2.635], [-1.760, -1.368, 1.913], [-0.084, -3.062, 2.510], [0.166, -2.632, 4.378], [1.665, -2.769, 1.802], [-0.795, -4.839, 2.571], [-3.832, -2.087, 2.944], [-3.736, -1.551, 4.787], [-5.276, -1.103, 2.153], [-4.189, -3.956, 2.823], [0.892, 2.092, 2.562], [0.527, 0.894, 1.331], [1.338, 0.422, 2.817], [-0.564, 1.743, 5.347], [-0.399, 0.012, 5.511], [-1.988, 0.752, 5.550], [-2.253, 2.949, 2.954], [-3.456, 1.677, 3.052], [-2.580, 1.939, 1.552], [0.759, -1.731, 4.500], [0.700, -3.439, 4.864], [-0.773, -2.499, 4.906], [1.916, -1.710, 1.814], [1.730, -3.108, 0.775], [2.421, -3.287, 2.385], [-1.153, -5.087, 3.567], [-0.032, -5.567, 2.316], [-1.610, -4.953, 1.866], [-3.892, -0.483, 4.888], [-2.775, -1.792, 5.227], [-4.499, -2.052, 5.373], [-4.963, -0.106, 1.848], [-6.112, -1.003, 2.842], [-5.645, -1.623, 1.273], [-3.596, -4.535, 3.524], [-3.963, -4.292, 1.815], [-5.237, -4.169, 3.020], [-1.130, -5.280, -1.231], [-1.593, -3.603, -0.744], [-1.658, -2.825, -1.974], [-2.870, -3.604, -0.033], [-0.528, -3.158, 0.171], [-1.977, -5.952, -1.192], [-0.356, -5.594, -0.544], [-0.739, -5.201, -2.237]], "atomic_forces_ev_per_a": [[0.65, 4.56, -2.57], [0.08, -0.15, -0.27], [0.75, 0.56, 0.61], [-0.19, -0.20, 0.23], [0.02, -0.04, 0.08], [0.03, 0.01, 0.00], [-0.01, 0.02, -0.02], [-0.02, -0.02, -0.14], [0.05, -0.01, 0.11], [-0.38, 0.03, -0.12], [-0.01, -0.01, -0.06], [0.09, -0.08, 0.02], [0.01, -0.07, 0.00], [-0.03, 0.05, -0.02], [-0.02, 0.06, -0.05], [-0.62, 0.45, -0.06], [0.18, 0.28, 0.09], [-1.17, -0.08, 1.22], [-0.04, -1.41, -0.15], [0.08, -0.04, -0.33], [1.30, 0.50, -0.07], [-0.73, -1.98, 0.75], [-0.38, -0.28, -0.30], [-0.12, -0.02, -0.03], [-0.07, -0.04, 0.11], [0.03, -0.02, -0.07], [-0.06, 0.06, -0.13], [-0.06, 0.00, -0.08], [-0.24, 0.00, 0.28], [0.01, -0.10, -0.01], [0.00, -0.08, -0.01], [0.02, 0.07, 0.06], [0.01, 0.03, -0.14], [-0.02, -0.03, 0.18], [0.00, 0.02, 0.09], [0.07, 0.08, 0.01], [0.02, 0.05, -0.08], [-0.04, -0.03, -0.09], [-0.08, -0.06, -0.07], [0.13, -0.04, 0.02], [-0.03, -0.08, -0.03], [0.07, -0.08, 0.01], [0.07, 0.04, -0.01], [0.04, 0.01, 0.05], [-0.07, 0.02, 0.11], [-0.05, 0.07, 0.04], [0.06, 0.08, 0.09], [0.12, 0.02, 0.00], [0.04, 0.09, -0.01], [0.03, -0.05, 0.01], [-0.01, -0.05, -0.04], [0.02, 0.00, -0.08], [0.00, 0.09, -0.04], [0.04, 0.08, 0.01], [0.31, -0.09, -0.08], [-0.25, -0.63, -0.22], [1.39, -0.74, 1.12], [-0.77, 0.29, 0.03], [0.07, -0.11, -0.19], [0.12, 0.09, 0.11], [-0.08, -0.10, -0.10], [-0.04, -0.03, 0.00], [0.40, 0.64, 0.33], [0.14, 0.00, -0.03], [-0.05, -0.03, 0.01], [0.02, 0.05, 0.16], [0.01, 0.15, 0.05], [-0.11, 0.04, 0.02], [-0.11, -0.06, -0.05], [-0.89, -0.38, 0.22], [0.28, 1.14, -0.19], [-0.26, -0.65, -0.75], [0.50, -0.70, 0.00], [0.07, 0.50, 0.98], [0.81, -0.14, 1.19], [-0.41, 0.11, -0.88], [-0.87, -0.17, -0.17], [0.13, 0.76, -0.33], [-1.27, 0.03, 0.50], [0.36, -0.16, -0.93], [0.79, -0.39, 0.10], [0.45, 0.67, -0.19], [-0.06, 0.18, 0.12], [0.11, -0.03, -0.06], [0.10, -0.16, 0.05], [0.13, 0.25, -0.24], [0.12, -0.17, 0.06], [-0.20, -0.04, 0.05], [0.17, 0.17, 0.15], [-0.16, -0.09, 0.13], [0.02, 0.02, -0.08], [0.13, 0.23, 0.02], [0.16, -0.30, 0.03], [-0.17, 0.01, 0.17], [-0.01, 0.20, 0.03], [0.09, -0.02, -0.10], [-0.03, -0.11, 0.30], [-0.04, 0.11, 0.11], [0.27, -0.06, -0.09], [-0.19, -0.09, -0.06], [-0.02, 0.24, -0.03], [0.17, -0.04, 0.15], [-0.24, -0.21, -0.02], [-0.02, 0.04, 0.05], [0.01, -0.06, 0.22], [-0.01, -0.06, -0.19], [0.12, -0.03, 0.10], [0.00, -0.09, -0.04], [-0.19, 0.20, 0.11], [-0.12, 0.78, 0.13], [-0.25, -3.15, 1.15], [0.04, 0.62, -0.53], [0.02, -0.49, -0.46], [-0.30, -0.04, -1.00], [-0.22, 0.05, 0.02], [0.10, -0.13, 0.09], [0.12, -0.08, -0.13]]}